No. 1
C18H20BNO2 | the ωB97M-V functional and the def2-TZVPD basis

Element x y z (Å)
C -5.40 4.20 -0.04
O -4.53 4.39 1.08
C -3.47 3.57 1.18
C -2.64 3.76 2.33
C -1.57 2.91 2.55
C -1.29 1.87 1.63
C -0.27 0.90 1.88
C 0.06 -0.06 0.99
C 1.00 -1.18 1.40
C 1.32 -2.20 0.27
C 1.70 -3.51 0.61
C 1.88 -4.50 -0.34
C 1.68 -4.23 -1.70
O 1.95 -5.28 -2.51
C 1.84 -5.04 -3.93
C 1.30 -2.93 -2.08
C 1.18 -1.92 -1.12
C -2.05 1.77 0.44
C -3.13 2.60 0.20
H -6.17 4.95 0.14
H -4.89 4.39 -0.99
H -5.85 3.20 -0.07
H -2.92 4.54 3.04
H -0.98 2.99 3.47
H 0.37 1.00 2.75
H -0.20 0.03 -0.06
H 0.63 -1.69 2.34
H 1.89 -0.65 1.60
H 2.01 -3.73 1.63
H 2.21 -5.50 -0.10
H 2.11 -5.99 -4.40
H 0.80 -4.73 -4.18
H 2.52 -4.23 -4.24
H 1.19 -2.74 -3.16
H 1.08 -0.89 -1.50
H -1.87 0.98 -0.28
H -3.72 2.46 -0.72
B 4.98 1.77 0.39
C 3.92 2.85 0.29
N 2.97 3.54 0.24
H 5.23 1.31 1.44
H 5.13 0.97 -0.47

Orbital gap ... 6.0 eV
LUMO energy ... -1.37 eV
Multiplicity ... 1
SMILES ... COc1ccc(/C=C/Cc2ccc(OC)cc2)cc1.BC#N

Results of the Mulliken charge analysis, in e, for atoms 1 through 2:
1 C -0.831
2 O -0.445

No. 2
C18H20ClCsN4O5S2 | the ωB97M-V functional and the def2-TZVPD basis

Element x y z (Å)
Cs 1.29 2.13 -0.21
O 4.96 0.83 4.40
C 4.12 -0.18 4.56
O 4.24 -0.96 5.48
C 2.94 -0.27 3.64
C 1.80 -0.98 3.94
Cl 1.40 -1.88 5.33
N 0.92 -0.83 2.93
N 1.42 -0.03 1.97
C 2.65 0.29 2.37
C 3.50 1.17 1.46
O 4.17 2.05 2.04
O 3.39 0.98 0.23
C -0.43 -1.26 2.80
C -0.77 -2.59 2.97
C -2.10 -2.97 2.81
C -3.06 -2.04 2.46
C -2.70 -0.71 2.27
C -1.39 -0.31 2.44
H 4.70 1.42 3.63
H -0.01 -3.32 3.22
H -2.38 -4.01 2.95
H -4.09 -2.34 2.34
H -3.45 0.03 2.01
H -1.09 0.72 2.32
S 0.10 4.58 -2.25
C 0.32 3.50 -3.48
N 1.49 2.97 -3.87
C 1.49 2.20 -5.10
C 0.09 1.60 -5.17
S -0.99 2.87 -4.47
H 2.33 3.37 -3.48
H 2.25 1.43 -5.06
H 1.68 2.85 -5.96
H 0.02 0.69 -4.57
H -0.20 1.38 -6.20
C -3.13 0.59 -1.76
N -2.28 -0.57 -1.56
C -2.91 -1.84 -1.25
C -0.95 -0.38 -1.45
C -0.07 -1.55 -1.10
O -0.46 0.75 -1.62
H -4.08 0.26 -2.16
H -2.65 1.29 -2.45
H -3.31 1.12 -0.82
H -3.85 -1.90 -1.78
H -3.09 -1.96 -0.18
H -2.28 -2.67 -1.59
H -0.05 -2.27 -1.91
H -0.42 -2.06 -0.20
H 0.94 -1.18 -0.92

Orbital gap ... 8.8 eV
LUMO energy ... -0.17 eV
Energy above the lowest of the compared OMol25 structures with the same formula, charge and spin ... 91.8 kJ/mol
Multiplicity ... 1

Results of the Mulliken charge analysis, in e, for atoms 1 through 2:
1 Cs 1.225
2 O -0.511